A 7-piece molecular cluster, H14O7 overall at a distorted geometry. Source: OMol25; level of theory: ωB97M-V/def2-TZVPD.

Geometry (Å):
1 O -0.7214 0.8135 -1.4399
2 H -0.7890 1.5612 -2.0703
3 H -0.9933 1.3265 -0.7017
4 O 0.1193 3.9280 0.3238
5 H -0.1019 3.6036 -0.5358
6 H -0.7104 4.2913 0.6721
7 O -1.8420 -2.0248 2.0970
8 H -1.9379 -2.9360 1.7681
9 H -1.4424 -2.0407 2.9006
10 O 1.7204 -3.1712 0.5252
11 H 0.9985 -2.5611 0.5134
12 H 2.5386 -2.6552 0.6042
13 O -2.8502 -1.4876 -0.7762
14 H -3.6938 -1.4051 -0.4981
15 H -2.5289 -2.3843 -0.4650
16 O 1.6081 0.8388 -2.0619
17 H 1.9648 1.6423 -2.5089
18 H 2.4193 0.6243 -1.6334
19 O 1.8036 0.9724 1.0468
20 H 1.7434 0.1128 1.6046
21 H 2.6953 0.9514 0.6352

Computed properties:
E_HOMO ... -10.028 eV
Largest force on an atom ... 0.1066 hartree/bohr
SMILES ... O.O.O.O.O.O.O
Net charge ... 0